a) Formula: C3HNO3
Source: the Open Molecules 2025 dataset
Level of theory: the ωB97M-V functional and the def2-TZVPD basis

Last column: natural (NBO) charge in e.
Atoms and positions in Å:
O: -0.820 0.815 -0.648  -0.46
O: -0.566 1.852 1.532  -0.45
N: 0.739 0.031 1.132  -0.38
C: -0.310 -0.275 -1.057  0.73
C: 0.600 -0.785 0.157  0.01
C: -0.184 1.119 0.635  0.82
O: -0.646 -0.930 -1.953  -0.49
H: 1.186 -1.828 0.201  0.23

## Properties
HOMO ... -11.21 eV
Orbital gap ... 10.1 eV
Lowest unoccupied orbital energy ... -1.1155 eV

---

b) Formula: C3HNO3
Source: the Open Molecules 2025 dataset
Level of theory: the ωB97M-V functional and the def2-TZVPD basis

Last column: natural (NBO) charge in e.
Atoms and positions in Å:
N: 1.007 -0.597 -0.394  -0.44
H: -0.078 -1.931 0.704  0.22
C: -1.032 0.064 0.210  0.70
O: -2.205 -0.079 0.560  -0.49
C: 0.958 0.822 -0.540  0.87
C: -0.045 -0.990 0.296  0.07
O: -0.319 1.120 -0.015  -0.50
O: 1.714 1.591 -0.820  -0.43

## Properties
HOMO ... -11.08 eV
Orbital gap ... 9.3 eV
Lowest unoccupied orbital energy ... -1.7702 eV

---

Energies in kcal/mol, measured from the most stable structure: a) 5.0; b) 0.0.

---

a) Formula: C4H5NS2
Source: the Open Molecules 2025 dataset
Level of theory: the ωB97M-V functional and the def2-TZVPD basis

Last column: natural (NBO) charge in e.
Atoms and positions in Å:
C: 1.269 0.797 -0.396  -0.46
H: -1.675 -1.956 -0.276  0.20
H: 1.299 -1.999 -0.005  0.27
C: -1.706 -0.928 -0.153  -0.06
C: -0.253 1.108 -0.197  -0.02
H: 1.915 1.425 0.349  0.24
H: 1.338 -0.494 1.651  0.18
S: -1.223 2.285 0.117  0.17
N: -0.559 -0.257 0.157  -0.45
C: 0.894 -0.736 0.251  -0.23
S: -3.056 0.098 -0.050  -0.09
H: 1.756 0.657 -1.448  0.25

## Properties
HOMO ... -7.34 eV
Orbital gap ... 7.0 eV
Lowest unoccupied orbital energy ... -0.3915 eV

---

b) Formula: C4H5NS2
Source: the Open Molecules 2025 dataset
Level of theory: the ωB97M-V functional and the def2-TZVPD basis

Last column: natural (NBO) charge in e.
Atoms and positions in Å:
C: 1.839 -0.295 -0.524  -0.08
C: -1.663 -0.560 -0.382  -0.21
H: -0.094 -1.073 1.147  0.23
S: 2.481 -1.719 0.095  -0.02
H: -0.701 2.027 0.166  0.24
N: 0.446 0.086 -0.445  -0.43
C: -0.044 1.131 0.373  -0.25
H: 2.367 0.722 -0.965  0.22
C: -0.456 -0.315 0.366  -0.15
H: 0.393 1.263 1.430  0.22
H: -1.520 0.160 -1.241  0.19
S: -3.048 -1.426 -0.020  0.04

## Properties
HOMO ... -8.95 eV
Orbital gap ... 8.4 eV
Lowest unoccupied orbital energy ... -0.5346 eV

---

Energies in kcal/mol, measured from the most stable structure: a) 26.3; b) 0.0.